No. 1
The following is a quantum chemistry calculation of a 3-piece molecular cluster, C12H15N3 overall at a distorted geometry, from OMol25.

Geometry as XYZ:
```
30
Properties=species:S:1:pos:R:3:forces:R:3:lowdin_charge:R:1
N 0.767038 -2.785627 1.808400 -0.3 0.6 -1.3 -0.027
C -0.485383 -2.143995 1.831350 2.8 0.2 2.2 -0.239
C -0.232917 -0.979316 2.571778 -0.4 -0.7 -0.6 -0.149
C 1.165336 -0.913711 2.847047 -0.1 -0.3 0.1 -0.215
C 1.802141 -2.001540 2.264517 -2.3 0.3 0.8 -0.263
H 0.860046 -3.654453 1.301846 0.4 -0.4 -0.3 -0.022
H -1.359990 -2.731460 1.593945 0.0 0.3 -0.2 0.039
H -0.978367 -0.253419 2.861212 0.0 0.0 0.1 0.067
H 1.677518 -0.145484 3.407305 -0.1 0.2 0.0 0.084
H 2.870318 -2.110606 2.148355 -0.2 -0.7 0.0 0.068
N 1.894674 0.519211 0.484230 0.2 -0.6 0.9 -0.020
C 2.603623 1.661224 0.561336 -0.8 0.7 -3.2 -0.139
C 2.759491 1.989809 -0.806571 1.5 1.1 0.1 -0.169
C 2.381539 0.946492 -1.673942 -2.0 -1.6 2.8 -0.100
C 1.744172 0.010719 -0.763077 1.0 1.4 -0.8 -0.139
H 1.599277 0.101461 1.355049 -0.3 -0.6 -0.5 0.055
H 2.741579 2.222672 1.473560 0.0 -0.1 -0.2 0.092
H 3.123479 2.929190 -1.195755 0.4 0.1 0.2 0.067
H 2.400490 0.888224 -2.752205 0.0 0.1 0.2 0.071
H 1.201387 -0.920522 -0.830662 0.2 0.0 -0.4 0.072
N -3.787276 1.366002 -1.567564 -0.1 0.3 -2.2 0.004
C -2.892902 0.819121 -0.775472 -0.3 0.8 4.1 -0.234
C -1.946615 0.142145 -1.422667 2.1 -1.3 2.3 -0.151
C -2.247795 0.181936 -2.729230 -2.3 2.3 -3.7 -0.123
C -3.368856 1.066796 -2.865518 0.2 -1.5 0.1 -0.120
H -4.523298 1.933842 -1.172682 0.0 0.0 -0.8 0.139
H -2.980831 1.070515 0.271183 0.3 -0.4 0.2 0.105
H -1.091544 -0.276804 -0.913025 -0.1 -0.3 -0.2 0.081
H -1.727831 -0.233102 -3.579973 0.0 0.0 0.1 0.085
H -3.968505 1.300681 -3.732770 0.1 0.1 0.1 0.079
```
Positions in Å, forces in eV/Å.

## Properties
Charge: -1
Lowest unoccupied orbital energy (spin up / spin down), hartree: 0.114 / 0.110
Multiplicity: 2

---

No. 2
The following is a quantum chemistry calculation of a 3-piece molecular cluster, C12H15N3O overall, from OMol25.

Geometry as XYZ:
```
31
Properties=species:S:1:pos:R:3:forces:R:3:lowdin_charge:R:1
O -8.715578 20.117722 3.458313 0.5 0.3 -0.1 0.040
C -9.148284 19.078747 3.901193 -0.4 0.1 0.1 -0.597
N -9.417755 18.899960 5.248330 0.1 0.2 -0.1 0.128
C -9.451704 17.896220 3.032076 -0.4 -0.7 0.0 -0.020
H -10.355559 18.551610 5.447949 0.2 -0.3 -0.1 0.040
H -9.187055 19.725816 5.782951 -0.1 0.1 0.0 0.088
H -10.535886 17.768481 2.935474 0.0 0.1 0.1 0.077
H -9.091055 16.974150 3.492498 0.1 0.1 0.0 0.079
H -9.050076 17.991066 2.029470 0.2 0.2 0.0 0.078
N -12.359197 18.342140 5.492733 0.1 -0.3 0.3 0.034
C -12.810829 19.523452 5.899964 0.2 0.2 -0.6 -0.146
C -14.019302 19.697250 6.536843 0.0 0.1 0.2 -0.066
C -14.785838 18.576141 6.807358 -0.1 0.3 0.2 -0.072
C -14.320145 17.331641 6.419723 -0.3 0.4 0.0 -0.066
C -13.102011 17.274051 5.769797 -0.1 -0.4 -0.5 -0.138
H -12.192969 20.371178 5.617776 0.0 0.0 0.2 0.112
H -14.324425 20.699293 6.804962 -0.1 -0.1 0.1 0.105
H -15.735881 18.689632 7.316137 0.0 -0.1 -0.1 0.108
H -14.943864 16.461820 6.564490 0.2 -0.2 0.0 0.104
H -12.760916 16.319435 5.377165 0.2 0.1 0.1 0.111
N -4.803895 20.606539 6.382802 -0.5 -0.7 -0.1 0.055
C -3.672658 21.003287 6.923875 0.9 0.1 0.1 -0.171
C -3.353641 22.327391 7.158040 0.1 0.9 0.3 -0.080
C -4.286025 23.303944 6.849137 -0.7 -0.3 0.0 -0.083
C -5.493517 22.880566 6.318409 -0.5 0.0 -0.3 -0.077
C -5.709284 21.528103 6.088211 0.1 0.4 0.1 -0.146
H -2.939075 20.240468 7.167237 -0.1 -0.1 0.0 0.103
H -2.421622 22.644052 7.612161 0.1 -0.4 -0.1 0.100
H -4.163728 24.358314 7.053891 0.4 0.0 0.0 0.103
H -6.292561 23.572834 6.074091 0.2 0.1 0.0 0.101
H -6.647225 21.189147 5.663283 0.0 -0.1 -0.1 0.095
```
Positions in Å, forces in eV/Å.

## Properties
SMILES: c1ccncc1.c1ccncc1.CC(N)=O
Lowest unoccupied orbital energy, hartree: 0.024
Multiplicity: 1

---

No. 3
The following is a quantum chemistry calculation of a 2-piece molecular cluster, C12H15N7O4 overall at a distorted geometry, from OMol25.

Geometry as XYZ:
```
38
Properties=species:S:1:pos:R:3:forces:R:3:lowdin_charge:R:1
C -1.395742 -1.449362 1.334136 -0.5 0.0 0.0 -0.133
C 0.130300 -1.425131 1.352066 1.0 0.8 0.0 -0.135
N 0.673459 -0.020865 1.362555 -3.0 0.0 -0.1 -0.213
C 0.132982 0.697040 2.573069 1.0 -0.5 -0.7 -0.153
C -1.395975 0.703825 2.589997 -0.4 0.1 0.0 -0.132
C -1.934311 -0.005292 1.335215 0.6 0.0 0.0 -0.301
C -1.369561 0.717541 0.097280 -0.5 0.0 -0.1 -0.131
C 0.152397 0.715819 0.151991 1.2 -0.5 0.8 -0.148
H -1.741257 -1.964746 0.429154 -0.1 0.0 0.3 0.116
H -1.766380 -1.987763 2.216201 -0.1 0.1 -0.3 0.117
H 0.547245 -1.895877 2.249398 -0.1 -0.1 -0.2 0.126
H 0.565414 -1.901565 0.468238 -0.1 -0.1 0.2 0.118
H 0.571319 0.200328 3.442813 -0.1 0.1 0.0 0.109
H 0.546765 1.708865 2.522497 -0.1 -0.1 0.1 0.119
H -1.752633 0.191233 3.491266 -0.1 0.2 -0.1 0.117
H -1.752920 1.740682 2.612283 -0.1 -0.2 0.1 0.116
H -3.026838 0.006895 1.322075 0.1 0.0 0.0 0.139
H -1.689269 0.200029 -0.814981 -0.1 0.2 0.1 0.118
H -1.725877 1.754660 0.067714 -0.1 -0.3 -0.1 0.118
H 0.577458 1.723616 0.232520 -0.2 -0.1 -0.2 0.123
H 0.611656 0.227615 -0.712919 -0.1 0.1 0.0 0.115
O 6.649351 3.691769 2.544396 -0.8 -1.2 -1.6 0.090
N 6.377965 3.178894 1.452967 2.0 1.7 -0.8 -0.316
O 6.805441 3.632746 0.364763 -0.9 -1.1 1.7 0.050
C 5.511825 2.007840 1.384390 -0.6 0.1 -0.3 -0.058
C 5.078076 1.504232 0.158915 0.6 0.3 0.7 0.107
C 3.948618 0.672475 0.133348 0.0 -0.4 1.4 -0.118
N 3.556907 -0.071765 -1.058829 -0.8 -1.2 -1.8 -0.306
O 3.754866 0.420149 -2.188862 -0.2 -0.8 2.4 0.078
O 3.045563 -1.204471 -0.860081 0.9 2.5 -0.5 0.058
C 3.223412 0.395578 1.280033 1.3 -0.4 0.2 0.084
N 3.803155 0.740740 2.473229 0.9 1.1 -0.3 -0.018
N 3.386437 0.426015 3.724512 0.4 0.5 0.9 0.055
N 4.231547 0.995861 4.562810 -0.6 -0.5 -2.1 -0.003
N 5.194706 1.690527 3.918128 -0.7 -0.3 -1.0 0.079
C 4.936074 1.550126 2.603730 -0.6 -0.5 0.8 -0.194
H 5.618245 1.714549 -0.756890 -0.1 0.4 0.1 0.139
H 2.117398 0.008463 1.297585 0.6 -0.1 0.2 0.069
```
Positions in Å, forces in eV/Å.

## Properties
SMILES: O=[N+]([O-])c1cc([N+](=O)[O-])c2nnnn2c1.C1CN2CCC1CC2
Lowest unoccupied orbital energy, hartree: -0.061
Multiplicity: 1

---

No. 4
The following is a quantum chemistry calculation of one molecule with the formula C12H15NO3, from OMol25.

Geometry as XYZ:
```
31
Properties=species:S:1:pos:R:3:forces:R:3:lowdin_charge:R:1
O -2.285134 -2.887403 -1.086971 0.1 -0.2 -0.5 -0.055
H -2.900630 -2.827739 -1.826738 0.1 0.0 0.1 0.087
C -2.565825 -1.856976 -0.175031 -0.2 0.5 0.2 -0.240
C -2.419474 -0.467732 -0.800784 0.1 -0.3 -0.1 -0.203
O -2.882902 0.481428 0.136132 0.0 0.0 0.2 -0.145
C -2.645147 1.828108 -0.212602 0.3 0.2 0.2 -0.176
C -1.386314 2.434655 0.434242 -0.7 -0.1 0.0 -0.161
O -0.178991 1.956911 -0.108451 0.4 -0.4 -0.1 -0.029
C 0.425376 0.849711 0.422882 0.2 -0.1 0.1 -0.222
C -0.048692 0.073807 1.462981 -0.3 0.4 0.0 -0.045
C 0.666378 -1.037100 1.922904 0.3 -0.1 0.0 -0.094
C 1.865685 -1.417104 1.368117 0.0 -0.2 0.2 -0.030
C 2.347344 -0.644265 0.316047 -0.6 0.3 0.1 -0.215
N 3.484222 -0.767434 -0.427149 0.3 -0.3 0.0 0.074
C 3.524603 0.237051 -1.356005 0.0 0.3 -0.3 -0.106
C 2.423505 1.025101 -1.229769 0.1 0.1 -0.2 -0.017
C 1.649478 0.484698 -0.165261 0.0 -0.2 0.2 -0.106
H 2.176552 1.888973 -1.812312 0.0 0.2 -0.2 0.102
H 4.346109 0.313633 -2.042422 0.1 0.0 -0.1 0.109
H 4.175887 -1.488515 -0.315889 -0.1 0.1 0.0 0.155
H 2.407391 -2.278769 1.726834 0.0 -0.1 0.1 0.103
H 0.250524 -1.610212 2.738463 0.0 -0.1 0.1 0.103
H -0.997841 0.291258 1.926479 -0.1 0.0 0.0 0.106
H -1.421297 2.290223 1.518362 0.0 0.1 -0.1 0.125
H -1.389180 3.509156 0.222292 0.0 -0.1 0.1 0.131
H -2.578733 1.938599 -1.301466 0.0 0.0 0.0 0.129
H -3.509333 2.395792 0.149072 0.1 0.1 -0.1 0.128
H -1.370785 -0.295291 -1.070496 -0.1 0.0 0.0 0.124
H -3.027431 -0.407452 -1.721328 0.1 0.0 0.1 0.131
H -1.846025 -1.968601 0.637457 -0.1 0.1 0.0 0.111
H -3.580460 -1.951565 0.235511 0.1 0.0 0.0 0.125
```
Positions in Å, forces in eV/Å.

## Properties
SMILES: OCCOCCOc1cccc2[nH]ccc12
Lowest unoccupied orbital energy, hartree: 0.034
Multiplicity: 1

---

No. 5
The following is a quantum chemistry calculation of one molecule with the formula C12H15NS at a distorted geometry, from OMol25.

Geometry as XYZ:
```
29
Properties=species:S:1:pos:R:3:forces:R:3:lowdin_charge:R:1
C 0.290856 2.450863 1.888905 1.2 -0.2 -1.5 -0.695
C -2.040406 1.647796 1.001565 3.3 -0.3 -2.4 -0.117
C -2.016947 0.296025 0.192551 -3.1 2.3 -2.2 -0.248
C -1.811381 -0.853387 1.059019 -0.6 -3.2 4.3 -0.221
C -0.371195 -1.433439 1.454355 1.3 -0.3 0.8 -0.184
C 0.621167 -2.094875 0.446915 0.6 2.9 -2.5 -0.135
C 1.039655 -1.037800 -0.666813 1.4 0.1 5.7 -0.274
C 0.596717 -1.096664 -1.885501 -3.1 -1.5 -5.6 -0.115
C 0.963513 -0.116927 -2.809920 1.6 0.7 2.1 -0.076
C 1.847115 0.896405 -2.439692 -1.3 0.9 -0.5 -0.107
C 2.432538 0.957681 -1.185260 -2.2 -0.9 0.5 -0.088
C 1.915062 0.033987 -0.253528 3.1 -1.4 0.5 -0.043
H -2.706534 1.419740 1.800967 -0.3 0.6 0.9 0.091
H -2.210825 2.606139 0.401461 -0.3 -1.6 0.9 0.143
H -1.406881 0.230753 -0.695574 0.8 0.7 0.1 0.088
H -3.057774 0.293980 -0.352137 1.4 -0.4 1.3 0.143
H -2.227258 -0.641922 2.185551 0.7 -0.1 -2.6 0.150
H -2.506918 -1.730312 0.796331 1.3 1.1 -0.1 0.126
H -0.578383 -2.314285 2.056313 -0.5 0.2 0.7 0.084
H 0.261901 -0.744207 2.145166 -1.4 -0.8 -1.4 0.126
H 0.257643 -2.976991 -0.064947 -0.4 -0.2 0.0 0.098
H 1.642169 -2.314296 0.761782 -0.5 -0.4 1.3 0.103
H -0.172727 -1.908512 -2.303500 1.8 1.6 1.3 0.163
H 0.610092 -0.111825 -3.768896 -1.1 -0.1 -2.3 0.068
H 1.832210 1.849081 -2.981118 0.6 -0.7 -0.7 0.106
H 3.032798 1.835976 -1.023920 0.4 -0.2 0.8 0.095
H 2.603258 -0.148495 0.680560 -2.1 0.6 -1.3 0.146
N -0.598124 1.776751 1.437918 0.0 1.7 1.8 0.050
S 1.758660 3.228760 2.121447 -2.7 -1.3 0.0 0.525
```
Positions in Å, forces in eV/Å.

## Properties
SMILES: S=C=NCCCCCc1ccccc1
Lowest unoccupied orbital energy, hartree: 0.020
Multiplicity: 1

---

No. 6
The following is a quantum chemistry calculation of one molecule with the formula C12H15O2P at a distorted geometry, from OMol25.

Geometry as XYZ:
```
30
Properties=species:S:1:pos:R:3:forces:R:3:lowdin_charge:R:1
C -2.769331 -1.396654 0.467321 -0.6 -0.3 -3.1 -0.094
C -2.413283 -1.641537 -0.989248 -0.8 -1.1 -0.5 -0.090
C -2.011053 -0.649894 1.238223 -0.6 0.0 3.0 -0.078
C -1.070440 -1.612374 -1.224394 0.6 1.3 0.2 -0.135
C -0.725007 -0.081297 0.808327 -0.7 -1.6 0.7 -0.309
C -0.198499 -0.978684 -0.276430 2.1 0.2 -1.0 -0.184
C 0.537972 1.658670 -0.272815 -0.3 1.8 -1.7 -0.048
C -0.705578 1.055484 -0.082520 0.1 -1.7 -0.9 -0.222
C 1.807202 1.283008 -0.067041 1.2 1.3 0.2 -0.342
C -1.903615 1.471575 -0.825496 -0.2 5.7 1.3 -0.023
C 2.862390 2.358742 -0.052546 -0.2 1.6 1.1 -0.029
C 1.953414 -2.406190 1.152857 -2.5 -1.4 1.0 -0.135
O 2.287014 0.057883 0.256969 -0.5 -0.4 0.4 -0.139
O 2.437027 -1.829654 -1.475583 -0.2 -0.3 -0.9 -0.280
P 1.679153 -1.370825 -0.320482 -2.9 0.7 1.6 0.658
H -3.661901 -1.851049 0.819705 -0.7 -0.2 0.4 0.088
H -3.146168 -2.019160 -1.842288 1.5 0.8 2.3 0.137
H -2.274053 -0.575574 2.344527 0.3 0.0 -1.5 0.134
H -0.517704 -1.792291 -2.146524 -0.8 -0.7 -0.2 0.111
H -0.090566 0.048297 1.649581 0.9 0.1 0.7 0.137
H 0.361009 2.575531 -0.873635 0.9 -0.2 0.9 0.126
H -1.660791 2.478689 -1.471509 -0.6 -2.7 1.2 0.140
H -2.267944 0.698099 -1.389820 -1.1 -2.0 -1.8 0.026
H -2.798767 1.830216 -0.147178 1.8 -1.0 -0.9 0.134
H 3.779256 2.200246 -0.585665 0.3 -0.6 -0.5 0.068
H 2.445983 3.338907 -0.406782 0.2 -1.0 0.2 0.092
H 3.195740 2.598838 1.007570 -0.5 -0.6 -1.0 0.106
H 2.330268 -3.430129 1.022835 -0.5 0.3 -0.6 0.060
H 2.758706 -1.893792 1.487519 3.0 1.6 1.5 -0.017
H 1.243921 -2.411184 2.089684 0.8 0.2 -2.3 0.105
```
Positions in Å, forces in eV/Å.

## Properties
Lowest unoccupied orbital energy (spin up / spin down), hartree: -0.013 / -0.018
Multiplicity: 1

---

What ΔE to the lowest compared entry with this formula, charge and spin values result from the calculations? In sequence: 0.349, 1.106, 0.319, 2.307, 3.194, 1.676 eV.